# C23H24N5O2V

A structure of composition C23H24N5O2V (wB97M-V/def2-TZVPD, the OMol25 dataset).

Values from the calculation:
Energy: -61463.3531 eV
2S+1: 3
Net charge: +2
HOMO level (spin up / spin down): -15.14 / -15.15 eV
ΔE to the lowest compared entry with this formula, charge and spin: 0.00 kJ/mol

XYZ file:
```
55
Properties=species:S:1:pos:R:3:lowdin_spin:R:1
V -0.14485 0.06793 -0.06237 1.93
O -2.00045 -0.30672 -2.03372 0.00
O 2.06416 1.40614 -2.54910 0.00
N 0.03501 0.28882 2.09928 0.00
N -0.95017 1.96381 0.27301 -0.01
N 1.90098 -0.22001 0.23449 -0.01
N 0.13842 0.29713 -2.01524 0.00
N -0.63289 -1.97670 0.09876 -0.01
C 2.42059 0.22811 1.39434 0.01
C -1.40600 -2.47695 1.07566 0.01
C -1.82694 3.54033 1.82475 0.00
C 0.54825 0.73227 -4.33514 0.00
C -0.52526 -2.64660 -1.07951 0.01
C 3.78173 0.13907 1.66402 0.00
C -1.37934 -1.79202 2.42669 0.00
C -1.23141 2.81811 -0.73414 0.00
C 2.72174 -0.79164 -0.65337 0.01
C -0.84362 0.14891 -4.19438 0.00
C -2.15865 4.40888 0.78984 0.01
C 1.40297 0.86713 2.31052 0.00
C -0.97109 1.26623 2.58253 0.00
C 1.04654 0.87333 -2.90527 0.00
C -1.83680 4.05129 -0.51246 0.00
C -0.09923 -1.04141 2.77019 0.01
C 4.62841 -0.48108 0.76091 0.01
C -2.14750 -4.23738 -0.39876 0.01
C 4.08017 -0.96630 -0.41158 0.00
C -1.02086 0.00027 -2.70155 0.01
C -2.22427 -3.57358 0.81593 0.00
C -1.26242 -3.78517 -1.35891 0.00
C -1.24329 2.32024 1.53275 0.01
H -2.03997 3.79235 2.84316 0.00
H -2.77414 -5.11138 -0.58695 0.00
H -1.13198 -4.27793 -2.30786 0.00
H 0.76740 -1.61838 2.47137 0.00
H 0.61708 1.71522 -4.79220 0.00
H -2.66124 5.33768 1.01104 0.00
H -0.65720 1.70798 3.53875 0.00
H -0.95856 2.52021 -1.73978 0.00
H 2.28208 -1.14808 -1.58391 0.00
H -1.89725 0.73868 2.77392 0.00
H 1.68175 0.80877 3.36580 0.00
H 0.17305 -2.25951 -1.80574 0.00
H -1.63181 0.78129 -4.58738 0.00
H -2.87656 -3.93092 1.59748 0.00
H -1.53660 -2.54497 3.19559 0.00
H 4.16630 0.51850 2.58868 0.00
H -0.02828 -0.87885 3.85226 0.00
H 1.24160 0.08361 -4.87269 0.00
H 5.67931 -0.55284 0.93181 0.00
H -0.96138 -0.81455 -4.65819 0.00
H 4.65207 -1.48097 -1.17258 0.00
H -2.05995 4.69209 -1.34855 0.00
H -2.24176 -1.12990 2.51509 0.00
H 1.33211 1.92941 2.06268 0.00
```

***

# C23H24NO2

The ion C23H24NO2 with charge +1 (wB97M-V/def2-TZVPD, the OMol25 dataset).

Values from the calculation:
SMILES: OCC[NH+](CCO)C1(c2ccccc2)c2ccccc2-c2ccccc21
Energy: -29818.0073 eV
Net charge: +1
HOMO level: -11.38 eV
ΔE to the lowest compared entry with this formula, charge and spin: 66.30 kJ/mol

XYZ file:
```
50
Properties=species:S:1:pos:R:3:lowdin_charge:R:1
O -1.88431 1.83317 -1.88572 -0.07
O -1.52271 -1.65379 -1.78778 -0.07
N 0.05378 0.24683 -0.11143 0.07
C 0.95092 -0.41386 4.69833 -0.05
C 2.45729 -3.33621 1.41986 0.01
C -0.96981 2.47216 -1.00665 -0.23
C 3.20682 -3.09343 -0.85895 -0.06
C 0.86982 0.91345 4.23814 -0.04
C 1.56682 0.19952 0.50268 -0.14
C 3.48275 3.56851 -1.52299 -0.06
C 2.90586 -1.69962 -0.85722 -0.01
C 2.96673 -3.90195 0.24436 -0.06
C 2.40850 1.36049 -0.08452 -0.15
C 2.91431 2.47674 -2.19786 -0.06
C 1.67763 -1.12118 2.52738 -0.13
C 2.98762 2.45426 0.59861 -0.01
C 1.36491 -1.45415 3.85012 0.01
C 1.55705 0.20486 2.03805 -0.12
C 1.19652 1.24113 2.89479 -0.03
C 2.16741 -1.96243 1.43477 -0.12
C 2.40915 1.38814 -1.47235 -0.08
C -0.89852 -0.89553 0.39036 -0.07
C 2.31912 -1.14580 0.28163 -0.10
C 3.47646 3.57039 -0.12195 -0.05
C -0.74180 1.57116 0.20735 -0.07
C -0.90771 -2.07259 -0.56126 -0.22
H -1.75466 1.36054 0.66391 0.15
H -1.97256 -0.55301 0.47405 0.15
H -2.15818 2.46608 -2.58362 0.12
H 1.39142 -2.49931 4.17178 0.12
H 3.78554 4.46549 -2.08557 0.12
H 3.23085 -1.07626 -1.69152 0.11
H -1.44580 3.42030 -0.65377 0.14
H -0.22540 0.17579 -1.11930 0.16
H 2.19991 -3.93968 2.28779 0.12
H 0.58027 -0.63888 5.69255 0.11
H 3.61400 -3.53564 -1.77355 0.11
H -0.54999 -1.17414 1.38724 0.13
H -0.12012 2.07605 0.93757 0.10
H -1.50428 -2.90715 -0.11531 0.15
H -0.01384 2.64276 -1.53085 0.12
H 0.54743 1.71811 4.89576 0.11
H -1.70816 -2.43487 -2.35215 0.12
H 0.13969 -2.33000 -0.77405 0.11
H 2.88542 2.45699 -3.28500 0.11
H 3.12705 2.45265 1.68723 0.11
H 3.10887 -4.98639 0.17686 0.12
H 1.28230 2.28237 2.58866 0.10
H 2.03001 0.51173 -2.01769 0.11
H 3.88005 4.43222 0.41113 0.11
```

***

# C23H25ClN2OS2

The molecule C23H25ClN2OS2 (wB97M-V/def2-TZVPD, the OMol25 dataset).

Values from the calculation:
SMILES: C=CCc1ccc2c(c1)Sc1c(C[C@@H](C)Cl)cc(C)c(N=C=S)c1N2C[C@@H](C)O
Energy: -63473.2129 eV
Net charge: 0
HOMO level: -7.61 eV

XYZ file:
```
54
Properties=species:S:1:pos:R:3:lowdin_charge:R:1
Cl -2.17626 2.95243 5.24766 0.59
S -0.15282 4.94617 -2.25411 0.76
S -1.37405 -0.77747 1.00481 1.07
O -1.32047 -0.79059 -3.57250 -0.03
N 1.43972 3.16434 -0.82186 0.14
N 0.31524 0.65659 -1.12643 0.00
C -0.22014 2.78141 2.45532 -0.02
C -1.61746 0.90654 3.49158 -0.21
C 0.66978 2.56897 0.27780 -0.16
C 1.38179 -1.41634 -1.79818 -0.02
C 0.51245 3.31732 1.41972 -0.20
C 1.53560 -2.78072 -1.73718 -0.03
C 0.18877 1.45410 5.28384 -0.11
C -0.22252 -1.55759 -0.10508 -0.42
C -0.23978 -5.76367 -1.46709 -0.14
C -0.84532 0.54542 -3.41267 -0.39
C -1.30508 1.39559 4.92383 -0.69
C 0.77044 3.93545 -1.49281 -0.79
C -0.60999 0.83315 1.19912 -0.35
C 0.11650 1.31572 0.13143 -0.20
C -0.07131 -2.91883 -0.03581 -0.06
C -0.19219 -5.84888 -2.86112 -0.01
C 0.92572 -5.06593 -0.78871 -0.18
C -0.91948 0.96830 -1.94593 -0.09
C 1.07877 4.71376 1.58554 -0.02
C -0.79413 1.52998 2.38278 -0.23
C 0.47633 -0.76498 -0.99497 -0.24
C 0.80746 -3.56595 -0.87776 -0.24
C 0.51701 0.79652 -4.09513 -0.03
H -1.57812 1.16848 -3.94620 0.14
H 2.01075 -0.89436 -2.51013 0.11
H -1.59001 -0.18703 3.49584 0.08
H -1.76270 0.45648 -1.45636 0.12
H -0.76106 -5.20261 -3.53365 0.05
H 0.85530 1.54892 4.42627 0.07
H -0.38484 3.34909 3.36564 0.09
H 2.15671 4.73481 1.76256 0.09
H -1.10562 2.03977 -1.82211 0.11
H 2.26263 -3.25001 -2.39739 0.12
H 0.53766 5.19987 2.40257 0.08
H -0.62155 -1.34182 -3.93730 0.08
H 1.85712 -5.47633 -1.21114 0.12
H 0.92085 -5.32682 0.28208 0.11
H -2.66446 1.18118 3.29473 0.12
H 0.30674 1.20932 -5.08981 0.08
H 1.03275 -0.14922 -4.28543 0.07
H -1.05001 -6.22314 -0.89429 0.10
H 1.13604 1.51864 -3.55947 0.08
H -1.75866 0.66876 5.60147 0.09
H 0.48222 -6.57927 -3.32264 0.05
H 0.83335 5.30331 0.69430 0.06
H 0.34574 2.26987 5.99630 0.07
H -0.67797 -3.47244 0.67780 0.12
H 0.47824 0.54262 5.82104 0.08
```

***

# C23H25ClN4O3

The molecule C23H25ClN4O3 (wB97M-V/def2-TZVPD, the OMol25 dataset).

Values from the calculation:
SMILES: COc1ccc(O)c(CN2CCC(n3nccc3NC(=O)c3ccccc3Cl)CC2)c1
Energy: -48864.3006 eV
Net charge: 0
HOMO level: -8.04 eV
ΔE to the lowest compared entry with this formula, charge and spin: 1903.62 kJ/mol

XYZ file:
```
56
Properties=species:S:1:pos:R:3:lowdin_charge:R:1
Cl -3.98645 4.53669 1.16561 0.62
O -1.47872 2.51618 0.83154 0.09
O 1.09436 -2.54935 -3.90760 -0.09
O -1.54658 -6.38223 -1.07729 -0.02
N 0.73264 -0.19569 2.88309 0.11
N 0.61326 0.85033 2.15934 -0.17
N 1.36396 -1.31127 -1.64420 -0.12
N 0.23482 3.35558 1.88463 0.11
C -0.74930 -5.48957 -2.91280 -0.09
C 0.69583 -3.58945 -1.77708 -0.27
C 0.01222 -4.61633 -1.06765 0.07
C 0.35603 -3.69967 -2.97089 -0.16
C -0.33731 -0.28495 0.15511 -0.15
C -0.31997 -4.59960 -3.67732 -0.04
C -2.50921 6.81377 0.35098 -0.02
C 0.81662 0.40444 4.13327 -0.09
C 2.08374 -0.02415 0.28289 -0.24
C -1.08770 4.96734 0.62253 -0.19
C 0.02462 5.67970 0.42027 -0.10
C -2.40405 5.37517 0.72561 -0.45
C -0.81420 -5.49746 -1.61398 -0.45
C 2.17175 -0.29399 -0.93236 -0.33
C -1.31380 7.58453 -0.15288 0.04
C 0.35130 2.19194 2.65598 -0.12
C -0.91845 3.53867 1.15802 -0.42
C 0.80914 0.64593 0.85629 -0.29
C 1.39371 -2.62721 -1.18639 -0.23
C -1.54068 -6.61697 0.40689 0.02
C 0.06309 6.95028 0.01658 -0.03
C 0.11963 -0.71099 -1.09699 -0.26
C 0.25097 1.74067 4.07879 0.03
H -0.11857 -1.18310 0.84370 0.13
H 1.41730 -1.85900 -3.29057 0.02
H -3.27591 7.30894 0.18842 -0.01
H 0.83199 7.48487 -0.16800 0.03
H 1.34959 -2.62528 -0.01669 0.16
H -0.17965 0.21437 -1.74056 0.17
H 1.97642 0.41234 -1.73054 0.14
H -0.00349 2.37302 4.88716 0.07
H -1.61439 -6.22956 -3.41617 0.20
H 0.35628 4.08010 2.56042 0.14
H 2.36895 -0.87861 1.17150 0.19
H -1.87385 -5.60780 0.90221 0.13
H 0.04860 -4.57277 0.12107 0.16
H 3.28734 -0.86844 -1.24567 0.21
H -1.34699 0.05749 0.36212 0.12
H -2.16663 -7.43637 0.76860 0.10
H 0.76719 -0.17338 4.94350 0.04
H 2.46400 -3.00332 -1.25275 0.18
H -1.53431 8.64355 -0.52016 0.11
H 1.10194 5.14138 0.59420 0.18
H 3.03368 0.73651 0.54493 0.19
H -0.33443 -4.25906 -4.86238 0.21
H -0.66049 -6.79154 0.69483 0.00
H 0.71047 1.74672 0.25235 0.20
H -0.78630 -1.37339 -1.36154 0.16
```

***

Max |F| values, unit Eh/bohr, following the record order: 0.022, 0.067, 0.052, 0.371.